1:
A cluster of 2 separate species, CH2NO2 in total, computed with ωB97M-V/def2-TZVPD.

The highest occupied orbital energy (alpha / beta) is -1.5 / -1.5 eV. The value obtained for the molecular weight is 60.032 g/mol. For the orbital gap (alpha / beta), the calculation gives 5.17 / 5.17 eV. As for the lowest unoccupied orbital energy (alpha / beta): 3.70 / 3.70 eV. As for the total charge: -1.

Positions of all 6 atoms, in Å:
C (2.28, 0.01, -1.64)
N (-0.09, -0.61, 0.35)
O (1.85, 1.02, -2.10)
O (3.12, -0.74, -1.27)
H (-0.71, 0.09, 0.13)
H (0.79, -0.13, 0.39)

Partial atomic charges computed with the Löwdin method, in multiples of e:
1. C -0.446
2. N -0.218
3. O 0.100
4. O 0.114
5. H -0.287
6. H -0.263

2:
The ion CH2NO2 with charge -1, computed with ωB97M-V/def2-TZVPD.

The highest occupied orbital energy is -3.3 eV. Its SMILES is [H]/N=C(\[O-])O. The value obtained for the molecular weight is 60.032 g/mol. For the orbital gap, the calculation gives 7.79 eV. As for the lowest unoccupied orbital energy: 4.53 eV. As for the total charge: -1.

Positions of all 6 atoms, in Å:
N (0.91, 0.85, -0.40)
C (0.00, 0.05, 0.08)
O (-0.46, -0.12, 1.23)
O (-0.60, -0.78, -0.91)
H (-1.02, -1.45, -0.35)
H (1.17, 1.46, 0.36)

Partial atomic charges computed with the Löwdin method, in multiples of e:
1. N 0.004
2. C -0.840
3. O -0.138
4. O -0.064
5. H 0.056
6. H -0.018

Which of them is the most stable? Correct choice: 2.

1:
An isolated molecule of C22H22N4O2S, computed with ωB97M-V/def2-TZVPD.

The highest occupied orbital energy is -8.1 eV. Its SMILES is COc1ccc(OCCSc2nnc(Cc3cccc4ccccc34)n2N)cc1. The value obtained for the molecular weight is 406.511 g/mol. For the orbital gap, the calculation gives 8.60 eV. As for the lowest unoccupied orbital energy: 0.46 eV.

Positions of all 51 atoms, in Å:
C (-1.91, 3.32, 0.21)
H (-2.05, 2.73, 1.12)
O (-1.13, 2.63, -0.74)
C (-1.67, 1.53, -1.34)
C (-2.84, 0.90, -0.95)
C (-3.26, -0.26, -1.59)
C (-2.52, -0.80, -2.63)
C (-1.36, -0.15, -3.06)
C (-0.95, 1.00, -2.42)
H (-0.05, 1.51, -2.74)
H (-0.78, -0.52, -3.89)
O (-3.00, -1.95, -3.22)
C (-2.08, -2.98, -3.50)
C (-1.98, -3.99, -2.35)
H (-1.18, -4.70, -2.55)
H (-2.92, -4.51, -2.20)
S (-1.65, -3.21, -0.74)
C (-0.21, -2.31, -1.10)
N (0.62, -2.49, -2.09)
N (1.56, -1.53, -2.01)
C (1.30, -0.78, -0.98)
N (0.17, -1.23, -0.36)
N (-0.42, -0.75, 0.81)
H (-0.47, 0.26, 0.76)
H (-1.35, -1.15, 0.89)
C (2.08, 0.40, -0.51)
C (2.50, 0.19, 0.92)
C (3.33, -0.88, 1.18)
C (3.75, -1.18, 2.48)
C (3.34, -0.41, 3.53)
C (2.49, 0.70, 3.31)
C (2.07, 1.50, 4.39)
C (1.25, 2.57, 4.19)
C (0.84, 2.90, 2.90)
C (1.23, 2.14, 1.83)
C (2.07, 1.02, 1.99)
H (0.90, 2.43, 0.84)
H (0.20, 3.76, 2.74)
H (0.93, 3.18, 5.03)
H (2.40, 1.24, 5.39)
H (3.65, -0.64, 4.54)
H (4.39, -2.03, 2.64)
H (3.65, -1.50, 0.36)
H (1.47, 1.30, -0.63)
H (2.95, 0.49, -1.16)
H (-2.46, -3.50, -4.38)
H (-1.08, -2.59, -3.72)
H (-4.16, -0.76, -1.28)
H (-3.44, 1.29, -0.14)
H (-1.35, 4.22, 0.45)
H (-2.89, 3.60, -0.20)

Löwdin atomic charge list, values in e, 6 entries:
1. C -0.094
2. H 0.091
3. O -0.117
4. C -0.299
5. C -0.030
6. C -0.017

2:
An isolated molecule of C22H22N4O2S, computed with ωB97M-V/def2-TZVPD.

The highest occupied orbital energy is -8.3 eV. Its SMILES is CCCn1c(=O)c2ccccc2n2c(SCC(=O)c3ccc(CC)cc3)nnc12. The value obtained for the molecular weight is 406.511 g/mol. For the orbital gap, the calculation gives 8.49 eV. As for the lowest unoccupied orbital energy: 0.23 eV.

Positions of all 51 atoms, in Å:
C (-1.08, -4.54, -0.78)
C (-1.62, -3.12, -0.88)
C (-2.22, -2.67, 0.45)
N (-2.75, -1.32, 0.36)
C (-1.86, -0.29, 0.40)
N (-0.57, -0.37, 0.55)
N (-0.09, 0.89, 0.54)
C (-1.09, 1.71, 0.39)
N (-2.28, 1.02, 0.30)
C (-3.61, 1.36, 0.14)
C (-4.05, 2.67, 0.04)
C (-5.40, 2.92, -0.12)
C (-6.32, 1.88, -0.18)
C (-5.88, 0.58, -0.08)
C (-4.52, 0.29, 0.08)
C (-4.10, -1.12, 0.19)
O (-4.88, -2.05, 0.14)
H (-6.56, -0.26, -0.12)
H (-7.37, 2.09, -0.31)
H (-5.74, 3.94, -0.20)
H (-3.34, 3.48, 0.08)
S (-0.88, 3.43, 0.28)
C (0.94, 3.38, 0.27)
C (1.41, 2.43, -0.83)
O (0.80, 2.33, -1.87)
C (2.65, 1.68, -0.54)
C (3.63, 2.13, 0.33)
C (4.77, 1.38, 0.53)
C (4.95, 0.16, -0.10)
C (3.96, -0.29, -0.97)
C (2.83, 0.46, -1.20)
H (2.06, 0.12, -1.87)
H (4.09, -1.24, -1.47)
C (6.17, -0.68, 0.18)
C (5.90, -1.62, 1.36)
H (6.77, -2.23, 1.56)
H (5.66, -1.05, 2.25)
H (5.05, -2.27, 1.14)
H (6.42, -1.27, -0.70)
H (7.02, -0.04, 0.42)
H (5.54, 1.75, 1.20)
H (3.53, 3.09, 0.82)
H (1.27, 3.06, 1.26)
H (1.26, 4.40, 0.06)
H (-1.45, -2.68, 1.23)
H (-3.05, -3.32, 0.73)
H (-2.39, -3.07, -1.65)
H (-0.81, -2.44, -1.15)
H (-0.65, -4.85, -1.73)
H (-1.87, -5.23, -0.51)
H (-0.30, -4.60, -0.02)

Löwdin atomic charge list, values in e, 6 entries:
1. C -0.106
2. C -0.233
3. C -0.143
4. N 0.058
5. C -0.277
6. N 0.115

Which of them is the most stable? Correct choice: 2.

1:
An isolated molecule of Br3H2PSi, computed with ωB97M-V/def2-TZVPD.

The highest occupied orbital energy is -10.0 eV. Its SMILES is P[Si](Br)(Br)Br. The value obtained for the molecular weight is 300.788 g/mol. For the orbital gap, the calculation gives 9.30 eV. As for the lowest unoccupied orbital energy: -0.71 eV.

Positions of all 7 atoms, in Å:
Si (-0.34, 2.33, 0.36)
P (-0.71, 0.27, -0.48)
Br (-2.15, 3.55, 0.38)
Br (0.94, 2.61, 2.25)
Br (1.18, 3.56, -1.37)
H (-1.69, 0.40, 0.52)
H (0.03, -0.53, 0.40)

Löwdin atomic charge list, values in e, 6 entries:
1. Si -0.702
2. P 0.572
3. Br 0.306
4. Br 0.201
5. Br -0.041
6. H -0.183

2:
A cluster of 2 separate species, Br3H2PSi in total, computed with ωB97M-V/def2-TZVPD.

The highest occupied orbital energy (alpha / beta) is -9.2 / -9.4 eV. The value obtained for the molecular weight is 300.788 g/mol. For the orbital gap (alpha / beta), the calculation gives 7.49 / 6.63 eV. As for the lowest unoccupied orbital energy (alpha / beta): -1.71 / -2.77 eV.

Positions of all 7 atoms, in Å:
Si (-0.71, 0.53, 0.89)
P (0.93, -0.62, -2.33)
Br (-2.70, 1.49, 0.71)
Br (-1.14, -1.55, 1.74)
Br (0.31, 1.48, 2.66)
H (1.09, -1.09, -1.11)
H (2.22, -0.24, -2.55)

Löwdin atomic charge list, values in e, 6 entries:
1. Si -0.607
2. P 0.638
3. Br 0.217
4. Br 0.151
5. Br 0.187
6. H -0.334

Which of them is the most stable? Correct choice: 1.

1:
The ion C2H6O3P with charge -1, computed with ωB97M-V/def2-TZVPD.

The highest occupied orbital energy is -4.9 eV. Its SMILES is C[C@@H](O)[P@H](=O)[O-]. The value obtained for the molecular weight is 109.041 g/mol. For the orbital gap, the calculation gives 9.08 eV. As for the lowest unoccupied orbital energy: 4.19 eV. As for the total charge: -1.

Positions of all 12 atoms, in Å:
C (-1.41, -0.57, 0.07)
C (-0.16, 0.25, -0.54)
O (2.27, 1.03, 0.26)
O (2.03, -1.51, -0.21)
O (-0.44, 1.59, -0.40)
P (1.39, -0.20, 0.24)
H (-2.33, -0.36, -0.40)
H (-1.11, -1.57, -0.05)
H (-1.54, -0.27, 1.09)
H (-0.02, -0.02, -1.74)
H (0.46, 1.84, 0.16)
H (0.87, -0.20, 1.53)

Löwdin atomic charge list, values in e, 6 entries:
1. C -0.091
2. C -0.589
3. O -0.447
4. O -0.452
5. O -0.158
6. P 0.318

2:
A cluster of 2 separate species, C2H6O3P in total, computed with ωB97M-V/def2-TZVPD.

The highest occupied orbital energy (alpha / beta) is -4.3 / -3.5 eV. The value obtained for the molecular weight is 109.041 g/mol. For the orbital gap (alpha / beta), the calculation gives 8.52 / 7.42 eV. As for the lowest unoccupied orbital energy (alpha / beta): 4.26 / 3.92 eV. As for the total charge: -1.

Positions of all 12 atoms, in Å:
C (-1.24, -0.33, 0.18)
C (0.94, 0.46, -0.85)
O (2.71, 0.96, 0.96)
O (3.13, -1.31, -0.56)
O (0.98, 1.83, -0.73)
P (2.29, -0.31, 0.20)
H (-2.09, 0.37, 0.03)
H (-0.92, -1.02, -0.55)
H (-1.22, -0.72, 1.22)
H (0.76, 0.31, -1.88)
H (1.65, 1.87, 0.07)
H (1.66, -0.89, 1.24)

Löwdin atomic charge list, values in e, 6 entries:
1. C -0.034
2. C -0.250
3. O -0.464
4. O -0.460
5. O -0.151
6. P 0.382

3:
A cluster of 2 separate species, C2H6O3P in total, computed with ωB97M-V/def2-TZVPD.

The highest occupied orbital energy is -3.0 eV. The value obtained for the molecular weight is 109.041 g/mol. For the orbital gap, the calculation gives 7.07 eV. As for the lowest unoccupied orbital energy: 4.09 eV. As for the total charge: -1.

Positions of all 12 atoms, in Å:
C (1.45, 1.16, -0.22)
C (-2.29, -0.17, 0.49)
O (-0.02, -0.87, 0.86)
O (1.58, -1.57, -0.86)
O (-2.38, 0.69, -0.39)
P (1.45, -0.59, 0.63)
H (1.39, 2.06, 0.41)
H (2.22, 1.22, -0.98)
H (0.54, 1.08, -0.79)
H (-2.44, 0.07, 1.55)
H (-2.11, -1.26, 0.26)
H (0.61, -1.82, -0.95)

Löwdin atomic charge list, values in e, 6 entries:
1. C -0.304
2. C -0.208
3. O -0.629
4. O -0.439
5. O -0.089
6. P 0.543

Which of them is the most stable? Correct choice: 1.